No. 1
The following is a quantum chemistry calculation of a molecular structure, C12H31ClIO2P2Ru in a non-equilibrium geometry, from the Open Molecules 2025 dataset.

Geometry as XYZ:
```
50
Properties=species:S:1:pos:R:3:forces:R:3
H -3.130991 -0.416150 -1.739426 -0.1511 0.3817 -0.3450
P -1.461916 1.348228 -2.341019 -2.8839 0.3996 1.4415
H 0.551252 -3.504511 2.657470 0.4587 -0.2687 -1.2732
Cl 1.791466 2.552681 -5.126225 -1.0346 -0.9746 1.5530
C 0.123890 -1.258466 0.235791 -1.5326 -3.6333 -2.1067
H 2.264021 3.494722 0.226380 0.0223 -0.0866 -0.3731
H -3.222404 0.621907 -3.772479 0.1435 0.1729 -0.2131
H 0.321250 -1.052303 4.709505 0.0753 0.3546 0.2437
H -3.270737 2.983461 -2.476338 0.4822 -0.0380 0.2000
H -1.659224 0.271402 3.659851 -0.1586 -0.0778 0.7658
H -1.711514 -0.316600 -3.982636 -0.3146 0.1727 -0.2283
H -2.825169 0.689108 -0.352806 -0.0098 0.1242 -0.1803
C 2.855718 0.571653 -0.060656 -1.5204 -1.6516 1.2814
H -2.297237 3.263243 -0.968457 0.1491 -0.2601 -0.6303
H 4.804262 1.652453 -1.719760 -0.4751 -0.1037 -0.2208
C -0.685576 -1.445481 4.548019 -0.9933 0.9234 -0.9597
C -2.387113 0.161870 -1.198770 1.4186 -0.1072 0.3440
C -2.252137 2.996323 -2.043606 0.6915 0.0315 -0.3107
C 2.796134 3.332402 -0.720963 -1.0553 0.0527 -0.5495
H -1.831935 1.339058 -4.703439 -0.4184 -0.3302 -0.1603
O -0.602679 -1.972452 3.202069 0.2009 -1.1113 1.0622
H 2.532220 4.122386 -1.436360 0.1231 -0.0481 0.2822
H 2.178388 -0.326805 0.075995 1.2648 1.4979 -0.0844
C 3.964719 1.386666 -2.385296 -0.3456 -0.1105 -0.9982
H 4.020262 0.313747 -2.635362 0.1319 0.4237 -0.0961
C -0.303751 -3.338361 3.266786 0.1104 -0.9246 2.0452
O -0.190009 -2.414631 0.538762 1.3134 3.7693 -0.4218
H -2.163760 -4.489940 3.815442 1.2570 0.4436 -0.4475
H -1.695023 -0.586192 -0.801415 -0.4720 0.2842 -0.1418
H 2.811626 1.101184 0.924425 0.0792 -0.0966 -1.0859
H 3.878878 3.369119 -0.535868 -0.3146 -0.2784 -0.1319
H 0.017188 -3.526538 4.316994 -0.1835 -0.3188 -0.8862
H -1.623202 3.731026 -2.586648 -0.5690 -0.0862 0.3330
H 0.034391 -1.874052 -1.885449 0.5221 1.0391 0.8668
H -2.357704 -3.703746 2.298908 1.5458 -0.1251 0.4159
I -0.145242 0.417418 1.403885 0.1011 1.0414 0.4939
P 2.384864 1.673275 -1.494961 2.6586 1.0323 0.7963
H 1.600535 -1.222982 -1.336252 -0.2462 -0.1820 -0.3296
C 0.525269 -1.032404 -1.293671 -0.3021 -0.7325 -1.4883
H 0.356180 -0.005826 -1.976074 0.2325 -2.5404 2.5780
Ru 0.662243 1.509457 -3.409738 1.8176 1.1336 -0.0119
H -0.929736 -2.215764 5.259905 0.3211 -0.5000 0.1854
H -2.084854 -0.114995 5.387685 -0.1452 0.5247 0.4183
H -2.696380 -1.098039 4.069262 0.1394 0.2259 0.2226
C -1.535496 -4.188773 2.923759 -2.9534 -0.2060 -0.3171
C -2.133522 0.694094 -3.861570 0.8484 0.0148 -0.9883
C -1.839126 -0.503308 4.418386 -0.4614 0.3574 -0.4977
H 3.989754 1.993654 -3.302721 0.2213 -0.2971 0.2935
H 3.852276 0.120261 -0.183125 -0.1981 0.5847 -0.3773
H -1.280349 -5.102479 2.391807 0.4091 0.1037 0.0325
```
Forces are in eV/Å.

For the LUMO energy (spin up / spin down), the calculation gives -0.452 / -0.472 Ha. The expectation value of S² is 6.056. Its orbital gap (spin up / spin down) is 6.73 / 6.15 eV. As for the spin multiplicity: 5. The calculation puts the molar mass at 532.75 Da. Its total charge is +3. Its total energy is -2160.4980 a.u.

Results of the natural (NBO) charge analysis, in e, for atoms 1 through 4: 0.278, 1.000, 0.270, -0.216

---

No. 2
The following is a quantum chemistry calculation of a molecular structure, C12H31MgO8S4 in a non-equilibrium geometry, from the Open Molecules 2025 dataset.

Geometry as XYZ:
```
56
Properties=species:S:1:pos:R:3:forces:R:3
H -12.147191 -8.759312 -40.573459 -0.0876 -0.0239 0.0913
H -12.032720 -10.639380 -35.831093 0.8035 -0.2524 -0.3405
H -12.010565 -10.517708 -32.818198 -0.3383 -0.2102 -0.0674
O -12.463869 -15.646806 -37.032933 0.5164 0.7147 0.0837
H -13.132811 -12.915654 -39.271854 0.5678 -0.2685 0.0358
H -16.193899 -12.038698 -35.176106 0.2336 0.2650 0.2544
Mg -15.917339 -9.383805 -37.302087 0.6063 -1.6046 0.1698
C -11.253439 -8.929413 -34.038026 -0.2885 0.5892 -1.5595
S -11.863678 -14.441031 -37.716797 -1.3527 -0.7586 -2.6122
C -13.375739 -13.555970 -38.423861 0.2965 0.0423 0.5644
H -16.119317 -11.622093 -40.709495 0.2994 -0.4984 0.6262
H -10.931565 -14.495440 -40.139826 -0.0257 0.9172 0.6882
C -17.127978 -11.794565 -40.334052 -0.0966 0.4525 0.1776
H -11.862012 -15.864592 -39.782659 -0.4843 -0.0991 0.7775
H -15.379465 -8.801969 -33.071139 -0.6202 -0.0907 0.2682
O -11.047148 -12.357669 -34.967789 -1.5568 0.1752 -0.7312
C -12.833085 -9.108944 -39.801837 -1.0174 -0.5364 0.0338
H -14.033138 -14.370588 -38.727728 0.0655 0.0308 0.1189
H -12.930130 -10.193493 -39.752344 0.0738 -0.0388 -0.3329
H -19.384910 -12.881999 -37.516280 0.4716 -0.2105 0.0849
O -10.172363 -10.913906 -33.527474 0.9225 -2.0663 -0.0915
H -12.532254 -8.803548 -38.799674 -0.0786 0.3525 -0.1553
C -19.000085 -12.741408 -38.526344 -0.2704 1.4371 0.0259
H -15.631525 -10.556796 -32.540103 -0.4065 0.4548 0.4375
H -17.385871 -12.384592 -33.887371 -0.2380 0.2204 -0.0372
H -10.253320 -15.696617 -39.060789 -0.0911 0.0350 0.2862
H -17.612942 -12.515926 -40.991745 -0.0887 -0.1788 0.3764
H -14.989177 -9.984394 -41.878505 -0.2842 0.0506 -0.0146
H -13.016691 -11.526194 -34.797258 0.2295 -0.7457 0.4707
H -12.202930 -8.409111 -34.163947 -0.0912 0.1701 0.5748
C -17.160965 -11.764093 -34.754838 0.7172 0.5267 -0.0254
O -16.733390 -9.290852 -35.652236 -1.3224 0.5894 2.0392
C -11.456649 -10.393079 -33.748644 0.3082 0.7840 0.3506
O -14.594579 -10.606542 -36.757243 1.5507 -1.2256 0.2415
H -19.294583 -13.572960 -39.166578 0.7694 -0.1856 0.0519
S -17.137683 -9.954116 -34.326129 0.9457 -0.3041 -1.2402
C -10.057397 -12.173410 -34.084841 2.5910 0.3841 1.3052
H -13.998535 -8.686972 -42.465949 0.3367 0.1899 0.3638
C -11.170595 -15.164718 -39.313365 0.6185 -0.4002 0.0015
C -14.873407 -8.900876 -41.851984 0.7239 -0.8256 0.5828
C -11.973163 -11.236798 -34.921342 -0.1888 0.4687 0.3881
H -19.530795 -11.868523 -38.906524 -0.0485 0.1238 -0.0688
H -10.825280 -8.829295 -35.035404 0.2164 -0.2519 -0.2473
H -13.820770 -12.906932 -37.669676 0.0082 -0.2060 0.1752
S -14.486577 -8.382036 -40.104538 -0.2110 1.1257 -0.0696
O -17.141774 -10.862210 -37.798833 -1.4705 -1.5772 -1.0681
H -14.758664 -10.165704 -33.942345 -0.2497 0.0248 -0.6088
H -17.577764 -10.811909 -40.476104 -0.4919 -0.0793 0.3325
H -14.133239 -11.353550 -36.328676 -0.7167 1.2606 -0.4913
O -15.470562 -9.012625 -39.093153 0.9915 0.3918 -2.0776
S -17.229123 -12.209686 -38.513115 0.0506 0.5092 -1.0162
H -15.681398 -8.373975 -42.359552 -0.2840 0.0723 0.8265
H -10.530158 -8.384013 -33.431809 -0.4881 -0.3397 0.6254
C -15.610861 -9.829510 -33.351721 0.5008 -0.9332 -0.3677
O -9.141859 -12.931177 -33.857844 -2.0971 1.2545 -0.7023
H -17.837862 -11.902028 -35.597978 -0.4295 0.2985 0.4956
```
Forces are in eV/Å.

For the LUMO energy (spin up / spin down), the calculation gives -0.206 / -0.377 Ha. The expectation value of S² is 0.757. Its orbital gap (spin up / spin down) is 8.78 / 4.11 eV. As for the spin multiplicity: 2. The calculation puts the molar mass at 455.94 Da. Its total charge is +2. Its total energy is -2869.9483 a.u.

Results of the natural (NBO) charge analysis, in e, for atoms 1 through 4: 0.261, 0.201, 0.188, -0.468

---

No. 3
The following is a quantum chemistry calculation of a molecular structure, C12H32B2CuF8O12S4 in a non-equilibrium geometry, from the Open Molecules 2025 dataset.

Geometry as XYZ:
```
71
Properties=species:S:1:pos:R:3:forces:R:3
C 3.227513 3.337264 -3.261780 0.4934 0.9624 0.4365
C -2.969743 1.155398 2.452348 1.4634 0.4501 0.5240
H 2.932494 4.384093 -3.131993 -0.1956 -0.0546 -0.2447
H 1.587386 -1.184191 3.490097 0.1165 -0.2612 0.0916
H -1.820917 -1.072082 6.257661 0.1066 -0.1170 0.1185
H 5.127630 3.760955 -3.943778 0.5279 0.8119 0.7025
H -0.191909 -1.696889 -4.700581 0.8371 0.2448 -0.3054
H 1.976653 -4.899809 -1.240868 -0.2319 -0.0326 0.2173
O 0.440178 3.366496 -3.231617 0.1856 -0.6021 0.5587
S -0.548367 -1.983687 2.820638 1.4489 -0.4213 0.7893
C 0.647399 -1.341621 4.014102 -1.0188 0.2496 -1.0086
H 1.582325 -3.535914 -0.123138 -0.0716 -0.0320 -0.1282
F 3.654911 0.167564 1.843051 -0.1250 -0.0073 -0.1675
F 2.382624 -1.436452 0.769146 -0.2863 0.4110 0.1619
S 1.669364 -1.662422 -3.073915 0.6933 0.3964 -2.3328
Cu 0.094385 -0.351755 -0.278570 0.1423 0.5378 -0.5287
O 2.584633 2.577984 -2.218214 -0.9160 -0.4315 -0.3452
H 3.064723 -4.489229 0.073396 -0.0661 0.0832 0.1200
H 0.904148 3.390092 0.227538 0.1229 0.2376 0.1661
C -2.581627 -1.799084 5.986429 -0.2340 -0.6001 -0.9798
B 2.726855 -0.041217 0.834392 1.0014 -0.7467 0.4221
O -1.444717 3.273072 1.873885 -0.2352 -0.6311 -0.0631
H 0.579136 -3.343901 -4.440378 0.2676 0.1457 -0.1455
C -4.756308 2.815167 -1.565848 0.3088 1.2236 1.8538
H -0.489045 -2.513902 -3.280900 0.2908 -0.4967 0.0648
H -0.001825 4.458989 -0.926131 -0.0489 0.1642 0.5358
H 5.040281 2.237586 -3.250496 0.0388 -0.0790 0.5592
H 2.939316 3.002299 -4.255693 -0.1664 -0.1942 0.1377
F -1.421651 -0.588550 -2.019109 0.4233 0.1868 0.1061
H 4.103558 -3.723651 -1.840782 -0.2316 -0.1749 -0.3287
H -3.084412 -3.221591 4.476904 0.1748 -0.1834 -0.1865
H 4.975923 3.557752 -2.036011 0.5417 0.4406 -0.2485
O -0.342558 -3.364820 2.520928 -0.2592 0.3396 0.1563
H -2.798634 -2.503686 6.788375 0.1210 0.2115 0.2409
O -1.279391 1.257456 0.423561 -0.2788 0.3821 0.4315
O 1.234216 -1.163628 -1.791538 -0.2229 -0.3446 0.7232
C -2.199350 -2.655468 4.761991 -0.5415 0.1388 1.2013
H -1.400421 -3.351383 5.015337 0.1933 0.0847 -0.3542
H -3.407275 1.828237 3.185910 -0.2501 0.0742 -0.2273
C 2.368311 -4.067580 -0.651690 0.0767 -0.0905 -0.4567
O 0.518157 1.486934 -1.571320 0.0062 0.5518 -0.3720
F -1.032220 -2.350434 -0.655962 0.9311 -0.1901 0.2739
F 3.150372 0.364152 -0.409385 0.0896 0.1814 0.0165
C 0.308555 -2.383366 -4.020857 -0.8891 0.3774 1.4477
H -3.508848 -1.282757 5.739049 0.0451 0.1866 0.1565
C 3.169457 -3.209531 -1.600969 1.4345 -0.0642 0.6896
F 1.522537 0.634956 1.188941 -0.8952 0.1131 -0.5862
O -0.547005 -1.013835 1.751991 -0.8134 -0.2592 0.4010
O 2.395680 -0.723760 -3.903492 -0.6887 -1.0283 0.9566
H -4.123747 1.020688 -0.515545 -0.1352 0.1566 0.4139
H 1.749127 4.703961 -0.748681 0.1956 -0.2000 -0.0479
F -2.950254 -1.161431 -0.435976 0.1883 -0.1853 -0.2123
O -1.884813 -1.783535 3.672398 0.3787 0.5259 -1.2429
O -3.278238 2.706905 0.406872 0.1851 0.6964 0.1430
H 3.531148 -2.274658 -1.171461 -0.5570 0.1768 0.0059
H -4.286852 3.692364 -2.012483 0.0832 -0.0962 -0.1147
F -2.679817 -2.524730 -2.281407 0.5456 0.1973 0.1651
C -3.741213 2.014231 -0.758298 0.4860 -1.5435 -2.1556
H -5.305428 2.279404 -2.329699 0.1114 -0.4187 0.1618
H -5.417904 3.211663 -0.785765 -0.5282 0.0014 -0.5194
B -2.029468 -1.700894 -1.375030 -2.2406 0.2920 0.1383
H -2.137615 0.650483 2.945599 -0.2562 -0.3049 0.1080
C 4.734361 3.269521 -3.051701 -1.1676 -1.5464 -1.2196
H -2.886176 1.807525 -1.407749 0.1502 0.0245 0.2410
S 1.003616 2.756984 -2.055219 1.2529 0.7432 0.8358
H -3.656920 0.430600 2.031612 0.0683 0.1205 -0.3721
C 0.946404 3.978975 -0.683065 -0.8967 -1.0956 -1.3542
H 0.685788 -1.956320 4.905879 0.1347 -0.0890 -0.0395
O 2.536336 -2.992427 -2.881763 -0.9531 0.9761 0.1569
H 0.182091 -0.372680 4.196935 0.3547 0.0941 0.3859
S -2.072899 2.143134 1.263919 -0.8163 -0.6692 -0.7282
```
Forces are in eV/Å.

For the LUMO energy (spin up / spin down), the calculation gives 0.007 / -0.122 Ha. The expectation value of S² is 0.751. Its orbital gap (spin up / spin down) is 11.32 / 7.80 eV. As for the spin multiplicity: 2. The calculation puts the molar mass at 733.80 Da. Its total charge is 0. Its total energy is -5461.5334 a.u.

Results of the Mulliken charge analysis, in e, for atoms 1 through 4: -0.300, -0.627, 0.376, 0.315

---

- What is the formula in the second record?
  C12H31MgO8S4

---

- Among the records above, which one has the lowest total charge?
  C12H32B2CuF8O12S4

---

- The lowest total charge belongs to which entry?
  C12H32B2CuF8O12S4